{
  "formula": "CH8N2O2",
  "method": "ωB97M-V/def2-TZVPD",
  "lumo_ev": 0.860,
  "homo_lumo_gap_ev": 10.32,
  "homo_ev": -9.458,
  "smiles": "[H]/N=C/N.O.O",
  "species": ["H", "N", "C", "N", "H", "H", "H", "O", "H", "H", "O", "H", "H"],
  "coordinates": [[-1.1923, 0.8365, -2.5533], [-0.8388, 0.7078, -1.6071], [0.4440, 0.6447, -1.6348], [1.1411, 0.3387, -0.5142], [0.9848, 0.8193, -2.5611], [0.8557, 0.5427, 0.4342], [2.0035, -0.1460, -0.6756], [0.8358, -0.3844, 2.4036], [0.0241, -0.8507, 2.1332], [0.4716, 0.4387, 2.7832], [-1.7442, -0.8631, 0.9433], [-1.5281, -1.7552, 0.6809], [-1.4572, -0.3291, 0.1677]],
  "atomic_forces_ev_per_a": [[-0.0767, 0.3836, 0.2494], [0.3625, -0.1450, -0.1886], [-1.6842, -0.1792, 0.4065], [0.9388, 0.2704, -0.5973], [0.4304, -0.3410, 0.0274], [-0.1582, -0.4924, -0.2085], [0.3028, 0.2805, 0.4601], [-0.5661, 0.6084, 0.1758], [0.1119, 0.1698, -0.0520], [0.3348, -0.5675, -0.0788], [0.4054, 0.5390, -0.2260], [-0.0733, -0.4707, -0.1387], [-0.3281, -0.0558, 0.1708]],
  "nbo_charge": [0.346, -0.760, 0.285, -0.838, 0.155, 0.428, 0.391, -0.962, 0.494, 0.470, -0.976, 0.465, 0.504]
}